Record 1
C49H44N5O9PrS2 | wB97M-V/def2-TZVPD

Cartesian coordinates (Å):
Pr: 0.16 0.49 0.32
C: -1.10 -5.00 2.32
C: -1.36 -4.77 0.84
C: -1.93 -6.01 0.16
O: -0.14 -4.36 0.17
C: -0.24 -2.93 0.01
C: -1.70 -2.69 -0.11
O: -2.33 -3.67 0.71
C: -2.32 -1.30 0.08
O: -1.61 -0.49 -0.77
C: -2.43 -0.72 1.49
C: -2.30 -1.48 2.67
C: -2.53 -0.87 3.90
C: -2.86 0.49 3.99
C: -2.96 1.25 2.83
C: -2.76 0.65 1.59
C: -3.70 -1.33 -0.53
C: -3.91 -0.82 -1.84
C: -5.17 -0.95 -2.42
C: -6.21 -1.58 -1.74
C: -5.99 -2.06 -0.45
C: -4.75 -1.94 0.16
C: 0.73 -2.45 -1.10
O: 1.30 -1.24 -0.72
C: 0.08 -2.30 -2.50
C: -0.71 -3.29 -3.10
C: -1.24 -3.09 -4.37
C: -1.04 -1.88 -5.06
C: -0.31 -0.88 -4.45
C: 0.25 -1.07 -3.20
C: 1.90 -3.45 -1.23
C: 1.76 -4.70 -1.92
C: 2.85 -5.55 -2.02
C: 4.09 -5.21 -1.46
C: 4.21 -4.02 -0.76
C: 3.14 -3.15 -0.62
H: -0.55 -5.94 2.44
H: -2.05 -5.13 2.87
H: -0.53 -4.19 2.78
H: -1.15 -6.78 0.09
H: -2.29 -5.77 -0.86
H: -2.75 -6.43 0.77
H: 0.15 -2.53 0.97
H: -2.02 -2.91 -1.13
H: -2.03 -2.53 2.60
H: -2.43 -1.47 4.81
H: -3.03 0.95 4.97
H: -3.16 2.32 2.87
H: -2.90 1.23 0.68
H: -3.11 -0.35 -2.41
H: -5.32 -0.55 -3.42
H: -7.18 -1.68 -2.22
H: -6.80 -2.56 0.09
H: -4.61 -2.35 1.17
H: -0.92 -4.23 -2.59
H: -1.78 -3.91 -4.86
H: -1.43 -1.75 -6.07
H: -0.12 0.08 -4.96
H: 0.82 -0.24 -2.77
H: 0.82 -5.01 -2.36
H: 2.73 -6.49 -2.58
H: 4.93 -5.89 -1.56
H: 5.17 -3.72 -0.34
H: 3.27 -2.25 -0.02
O: 2.88 -0.90 2.57
S: 1.87 0.14 2.59
O: 1.69 1.00 3.75
O: 0.43 -0.59 2.34
O: 2.16 1.03 1.32
C: 4.92 1.32 -2.83
N: 3.61 1.87 -2.40
C: 2.96 3.05 -2.86
C: 1.72 3.06 -2.28
N: 1.59 1.93 -1.45
C: 2.74 1.26 -1.56
H: 5.52 2.15 -3.26
H: 4.78 0.54 -3.60
H: 5.46 0.90 -1.97
H: 3.38 3.74 -3.59
H: 0.93 3.79 -2.41
H: 2.99 0.35 -1.03
O: -0.28 2.40 2.08
S: 0.08 3.77 1.44
C: -0.03 4.97 2.73
C: -0.45 6.25 2.36
C: -0.49 7.26 3.32
C: -0.07 7.01 4.64
C: 0.35 5.71 4.98
C: 0.37 4.68 4.03
C: 1.89 3.87 1.32
C: 2.39 4.68 0.32
C: 3.77 4.77 0.18
C: 4.63 4.09 1.04
C: 4.10 3.31 2.07
C: 2.71 3.23 2.23
H: -0.71 6.44 1.32
H: -0.81 8.26 3.03
H: -0.07 7.79 5.39
H: 0.66 5.49 6.00
H: 0.66 3.65 4.29
H: 1.71 5.25 -0.33
H: 4.18 5.40 -0.61
H: 5.71 4.15 0.92
H: 4.74 2.73 2.72
H: 2.24 2.58 2.99
N: -1.27 5.61 -3.99
C: -1.53 4.82 -3.15
N: -2.08 4.02 -2.25
C: -1.48 3.18 -1.50
N: -1.11 2.39 -0.69

As for the lowest unoccupied orbital energy (spin up / spin down): 3.944 / 3.944 eV. The total charge is -2. As for the spin multiplicity: 3.

***

Record 2
C37H51AsBrNO4PdS3Si3 | wB97M-V/def2-TZVPD

Cartesian coordinates (Å):
Pd: 0.33 0.23 0.29
C: 6.22 0.93 -0.89
C: 5.08 0.80 0.08
C: 5.26 0.94 1.45
C: 4.17 0.84 2.31
C: 2.94 0.59 1.73
Br: 1.37 0.42 2.77
N: 2.73 0.42 0.43
C: 3.79 0.55 -0.37
H: 7.18 0.85 -0.38
H: 6.19 1.89 -1.40
H: 6.18 0.14 -1.65
H: 6.24 1.13 1.86
H: 4.27 0.96 3.38
H: 3.60 0.44 -1.43
C: 2.09 7.27 -0.44
O: 1.48 6.83 -1.65
C: 1.10 5.56 -1.74
C: 0.50 5.21 -2.98
C: 0.10 3.90 -3.23
C: 0.23 2.89 -2.29
C: -0.12 1.50 -2.68
C: -0.32 1.20 -4.14
O: -0.24 0.58 -1.88
C: 0.77 3.26 -0.98
O: 0.87 2.45 -0.03
C: 1.24 4.60 -0.77
H: 2.27 8.33 -0.56
H: 3.04 6.75 -0.29
H: 1.43 7.09 0.41
H: 0.39 5.97 -3.73
H: -0.30 3.68 -4.21
H: 0.52 1.57 -4.73
H: -1.23 1.69 -4.52
H: -0.43 0.13 -4.26
H: 1.67 4.80 0.20
C: 0.90 -3.37 3.27
Si: 1.43 -3.69 1.51
C: 3.19 -3.12 1.21
C: 1.29 -5.53 1.22
As: 0.03 -2.37 0.11
Si: -2.15 -3.33 0.08
C: -1.96 -5.17 -0.20
C: -3.07 -2.53 -1.34
C: -3.09 -3.07 1.66
Si: 0.84 -2.94 -2.07
C: 2.22 -1.75 -2.44
C: -0.49 -2.76 -3.38
C: 1.52 -4.67 -2.17
H: 1.50 -3.99 3.93
H: -0.15 -3.64 3.43
H: 1.03 -2.33 3.57
H: 3.80 -3.32 2.10
H: 3.25 -2.04 1.00
H: 3.65 -3.65 0.38
H: 2.10 -5.99 1.79
H: 1.40 -5.83 0.18
H: 0.36 -5.93 1.60
H: -1.19 -5.43 -0.93
H: -2.91 -5.57 -0.56
H: -1.72 -5.68 0.74
H: -2.96 -3.09 -2.27
H: -2.71 -1.51 -1.52
H: -4.14 -2.49 -1.11
H: -2.63 -3.56 2.51
H: -4.09 -3.51 1.53
H: -3.21 -2.02 1.90
H: 1.88 -0.71 -2.39
H: 2.59 -1.93 -3.46
H: 3.05 -1.88 -1.75
H: -1.15 -1.92 -3.25
H: -1.09 -3.67 -3.45
H: 0.04 -2.65 -4.33
H: 2.44 -4.80 -1.59
H: 1.77 -4.86 -3.22
H: 0.81 -5.44 -1.87
O: -1.79 0.10 0.84
C: -2.44 1.10 1.52
C: -2.27 1.01 3.04
C: -2.59 1.88 4.04
C: -2.37 1.34 5.34
C: -1.91 0.06 5.29
S: -1.75 -0.50 3.68
C: -3.94 0.95 1.27
C: -4.51 0.28 0.17
C: -5.88 0.33 0.17
C: -6.38 1.04 1.27
S: -5.17 1.62 2.29
C: -2.19 2.50 0.96
C: -2.53 2.88 -0.32
C: -2.26 4.24 -0.58
C: -1.70 4.86 0.49
S: -1.50 3.81 1.82
H: -2.97 2.88 3.89
H: -2.55 1.88 6.26
H: -1.66 -0.59 6.11
H: -3.88 -0.22 -0.55
H: -6.53 -0.12 -0.58
H: -7.42 1.23 1.49
H: -2.96 2.19 -1.04
H: -2.47 4.73 -1.52
H: -1.38 5.89 0.57

As for the lowest unoccupied orbital energy (spin up / spin down): -4.859 / -8.130 eV. The total charge is +2. As for the spin multiplicity: 5.

***

Computed values of E_tot (unit: Ha) for the preceding records, in sequence: -4158.1461, -8796.4332.
Computed values of max |F| (unit: Eh/bohr) for the preceding records, in sequence: 0.07636, 0.01246.